Here is 3 unconnected molecules or ions with the total composition C34H64Br4F3N2O4S3 in a non-equilibrium geometry from the Open Molecules 2025 dataset. Energies are from the ωB97M-V functional and the def2-TZVPD basis.

Last column: Mulliken charge in e.
Positions of all 114 atoms, in Å:
C  5.6842  0.9007  3.9808  -0.90
C  6.3228  0.1150  2.7885  -0.34
C  5.8828  0.7079  1.4460  -1.40
C  4.5185  0.1873  0.9602  0.72
C  4.6231  -1.2961  0.6256  -0.77
C  3.4056  -1.9227  -0.0863  -1.78
C  2.0295  -1.4887  0.4241  1.36
C  1.5558  -2.2375  1.6893  -1.13
C  0.8630  -1.3487  2.7144  -0.98
C  -0.4722  -0.7815  2.1390  0.98
C  -0.9702  0.4969  2.8430  -2.01
C  -0.9707  1.9548  2.1986  3.01
C  -1.0368  2.8001  3.5238  -1.55
Br  -2.5913  4.0269  3.7560  -0.02
C  0.1781  3.5089  4.1627  -0.16
C  0.5241  4.9476  3.7832  -1.26
Br  1.7748  2.3732  4.3305  -0.06
C  0.3350  1.8588  1.3294  -0.61
S  1.2956  3.3606  0.8558  -0.15
N  -0.1130  1.3274  -0.0119  -0.03
C  -1.5912  1.2680  -0.1835  -0.78
N  -2.2543  0.0121  0.2236  0.10
C  -2.1271  1.5189  -1.6107  -0.24
C  -1.4494  2.6336  -2.4381  -1.40
C  -2.1560  0.2274  -2.4957  -0.37
C  -3.5806  -0.3190  -2.7177  -1.40
C  -2.0219  2.1992  1.0281  -0.61
C  -2.6131  3.5756  0.6275  -2.29
C  -1.7883  4.8863  0.7881  0.24
C  -1.3546  5.5990  -0.4673  0.04
F  -0.3913  4.9900  -1.1707  -0.40
Br  -2.8933  6.0603  -1.5739  -0.02
C  -0.6887  7.0200  -0.0086  0.62
F  -0.4909  7.0727  1.2932  -0.18
F  0.5057  7.1053  -0.5702  -0.22
Br  -1.6452  8.5926  -0.6385  -0.15
H  6.4630  1.4632  4.4842  0.37
H  5.2221  0.1970  4.6688  0.28
H  4.9222  1.5667  3.5893  0.06
H  7.4008  0.1579  2.9192  0.44
H  6.0256  -0.9223  2.9192  0.19
H  6.6565  0.5416  0.6959  0.45
H  5.8163  1.7883  1.5941  0.43
H  4.2597  0.7665  0.0704  0.33
H  3.7887  0.3766  1.7537  -0.29
H  4.9219  -1.8896  1.4834  0.34
H  5.4555  -1.3826  -0.0756  0.41
H  3.4718  -1.7070  -1.1510  0.44
H  3.4667  -3.0006  0.0604  0.43
H  1.9454  -0.4046  0.5333  -0.81
H  1.3262  -1.7453  -0.3808  0.10
H  2.4438  -2.6599  2.1603  0.77
H  0.8878  -3.0453  1.4014  0.13
H  0.6095  -1.9504  3.5890  0.45
H  1.4943  -0.5355  3.0814  0.43
H  -1.1867  -1.5719  2.3472  0.30
H  -0.3202  -0.8130  1.0694  -1.05
H  -2.0000  0.3475  3.1779  0.55
H  -0.3882  0.5179  3.7595  0.81
H  -1.3756  2.1406  4.3005  1.01
H  -0.1047  3.5911  5.2036  0.63
H  1.3882  5.0448  3.1412  0.27
H  -0.3006  5.5172  3.3726  0.33
H  0.8167  5.4723  4.6912  0.42
H  1.1465  1.2620  1.7176  -0.66
H  2.4690  3.2001  1.5017  0.30
H  0.2688  2.0100  -0.6849  0.92
H  0.3622  0.4689  -0.3265  0.53
H  -1.7444  -0.8275  -0.0180  -0.72
H  -3.2335  -0.0099  -0.0129  0.50
H  -3.1702  1.8019  -1.5037  0.76
H  -1.6666  2.5281  -3.4946  0.60
H  -0.3615  2.6899  -2.3562  0.50
H  -1.8955  3.5847  -2.1742  0.01
H  -1.5059  -0.5511  -2.0982  -0.11
H  -1.7642  0.4370  -3.4848  0.66
H  -3.6506  -1.3865  -2.5161  0.13
H  -4.3279  0.1868  -2.1030  0.44
H  -3.8881  -0.1792  -3.7499  0.38
H  -2.8837  1.6762  1.4322  1.10
H  -3.0184  3.6054  -0.3815  1.18
H  -3.5046  3.7040  1.2253  0.55
H  -0.9898  4.7258  1.5015  -0.95
H  -2.4419  5.6022  1.2788  0.83
C  -4.5404  -4.5258  0.2181  -0.79
C  -3.6237  -5.7298  0.4648  -0.64
C  -2.3536  -5.5188  -0.3699  -0.81
S  -2.1548  -3.7444  -0.5347  1.24
O  -2.3133  -3.3935  -1.9262  -0.71
O  -1.0069  -3.3065  0.2317  -0.60
C  -3.6499  -3.2927  0.3383  -0.44
H  -5.3650  -4.4914  0.9281  0.39
H  -4.9630  -4.5836  -0.7874  0.33
H  -3.3644  -5.7796  1.5243  0.31
H  -4.1109  -6.6672  0.2036  0.36
H  -1.4728  -5.9305  0.1171  0.36
H  -2.4545  -5.9363  -1.3705  0.43
H  -4.0837  -2.4011  -0.1117  0.28
H  -3.3802  -3.0977  1.3768  0.30
C  0.7209  -2.6584  -4.8320  -0.57
C  0.0291  -2.6964  -6.2012  -0.66
C  0.2532  -4.0947  -6.7902  -0.71
S  0.4349  -5.2049  -5.3892  1.15
O  1.7761  -5.7276  -5.3869  -0.66
O  -0.7146  -6.0686  -5.3085  -0.67
C  0.3122  -3.9464  -4.1250  -0.33
H  0.4317  -1.7781  -4.2567  0.15
H  1.8050  -2.6335  -4.9661  0.38
H  -1.0411  -2.5186  -6.0727  0.27
H  0.4108  -1.9245  -6.8685  0.39
H  -0.5880  -4.4230  -7.3954  0.39
H  1.1706  -4.1435  -7.3738  0.36
H  0.9583  -4.2021  -3.2875  0.52
H  -0.7267  -3.9039  -3.7990  -0.01

As for the charge: +1. Its multiplicity is 1. For the HOMO energy, the calculation gives -11.896 eV. For the gap between HOMO and LUMO, the calculation gives 9.81 eV.

Here is 11 unconnected molecules or ions with the total composition C34H64BrN2O44S11 in a non-equilibrium geometry from the Open Molecules 2025 dataset. Energies are from the ωB97M-V functional and the def2-TZVPD basis.

Last column: Mulliken charge in e.
Positions of all 156 atoms, in Å:
C  -0.5191  -4.1475  -0.3635  -1.29
C  -1.0952  -2.8753  0.3151  -0.29
N  -0.9645  -1.7350  -0.5764  0.70
C  0.1123  -0.9483  -0.6426  -0.04
O  1.1048  -1.2009  0.1848  -0.37
C  1.9310  -0.0373  0.5130  -1.46
C  1.4444  0.8029  1.7221  0.92
C  0.0717  0.3972  2.2680  -1.72
C  1.5207  2.2961  1.3126  0.60
C  1.5042  3.1607  2.5960  -2.06
C  0.3415  2.7559  0.4104  -0.96
N  -0.0208  0.0091  -1.5641  0.42
C  -1.2872  -0.1663  -2.1301  0.49
C  -1.7314  0.7963  -3.1807  -0.37
C  -0.6187  0.9461  -4.2236  0.44
O  -0.4453  0.1751  -5.1076  -0.44
Br  0.5694  2.4882  -3.9676  -0.17
C  -1.8782  -1.2239  -1.5315  -1.26
S  -3.5228  -1.8152  -1.8883  1.63
C  -4.3385  -1.9854  -0.3008  -1.14
O  -3.5260  -3.0557  -2.5965  -0.70
O  -4.1942  -0.7338  -2.5438  -0.56
H  -1.2444  -4.9574  -0.3079  0.35
H  -0.2700  -3.9798  -1.4110  0.32
H  0.3957  -4.4735  0.1292  0.37
H  -0.5263  -2.7299  1.2297  0.23
H  -2.1192  -3.0437  0.6282  0.43
H  2.9193  -0.4328  0.7381  0.28
H  2.0815  0.6125  -0.3514  0.36
H  2.1662  0.6469  2.5270  0.73
H  -0.6693  0.5275  1.4664  0.26
H  0.0086  -0.6444  2.5799  0.36
H  -0.2391  1.0899  3.0477  0.41
H  2.4563  2.4135  0.7589  0.71
H  2.0806  2.6380  3.3468  0.39
H  0.4722  3.3275  2.9000  0.44
H  1.9337  4.1257  2.3210  0.40
H  0.7316  3.3612  -0.4124  0.24
H  -0.3159  3.4318  0.9589  0.28
H  -0.2886  1.9504  0.0312  0.01
H  0.6719  0.7153  -1.7767  0.27
H  -1.8113  1.7733  -2.6889  0.31
H  -2.7029  0.5871  -3.6189  0.35
H  -3.6734  -1.6944  0.5152  0.36
H  -4.6425  -3.0157  -0.1233  0.42
H  -5.1905  -1.3101  -0.2614  0.35
C  7.0022  3.8608  3.3132  0.13
C  6.1059  4.9583  2.7869  -0.42
O  4.7876  4.3971  2.8342  -0.25
S  4.6839  3.3918  4.0692  1.08
O  4.0677  4.0700  5.1543  -0.60
O  4.1998  2.1474  3.5795  -0.45
O  6.2375  3.2405  4.3852  -0.32
H  7.2011  3.0849  2.5565  -0.09
H  7.9444  4.2546  3.6869  0.34
H  6.3571  5.2511  1.7709  0.35
H  6.1257  5.8386  3.4346  0.32
C  7.4860  -1.0103  1.1781  -0.21
C  8.9427  -0.6481  1.0262  -0.48
O  8.9674  0.4574  0.0994  -0.25
S  7.6445  1.3116  0.2915  1.13
O  7.9452  2.4229  1.1392  -0.63
O  7.0158  1.4763  -0.9675  -0.60
O  6.8032  0.2601  1.1659  -0.26
H  7.1284  -1.6061  0.3379  0.31
H  7.2986  -1.5432  2.1052  0.26
H  9.5376  -1.4724  0.6482  0.50
H  9.3557  -0.3035  1.9705  0.24
C  -9.0396  -0.4206  -4.8127  -0.05
C  -8.5388  -1.7930  -4.4190  -0.41
O  -7.1116  -1.6638  -4.4197  -0.30
S  -6.7041  -0.1771  -3.9771  1.16
O  -6.3762  -0.1812  -2.6007  -0.50
O  -5.8228  0.3550  -4.9506  -0.56
O  -8.1555  0.4972  -4.1618  -0.26
H  -8.9615  -0.2644  -5.8907  0.32
H  -10.0649  -0.2479  -4.4963  0.00
H  -8.8535  -2.5683  -5.1117  0.33
H  -8.8573  -2.0590  -3.4084  0.30
C  -12.4155  1.4211  -3.2833  -0.24
C  -13.4685  2.4940  -3.4557  -0.34
O  -14.7126  1.7966  -3.3085  -0.32
S  -14.5323  0.5917  -2.2688  1.08
O  -14.9820  1.0080  -0.9944  -0.55
O  -15.0060  -0.5981  -2.8826  -0.48
O  -12.9270  0.5656  -2.2559  -0.33
H  -12.2993  0.8284  -4.1943  0.15
H  -11.4510  1.8295  -2.9906  0.38
H  -13.4153  2.9816  -4.4250  0.32
H  -13.4037  3.2468  -2.6676  0.30
C  3.8861  6.0475  -6.1188  -0.33
C  4.1539  4.5581  -6.1213  -0.21
O  4.9348  4.3329  -4.9416  -0.28
S  4.4928  5.3683  -3.7994  1.04
O  3.5721  4.7264  -2.9297  -0.41
O  5.6487  6.0227  -3.3139  -0.56
O  3.6716  6.3755  -4.7400  -0.31
H  4.7520  6.6094  -6.4738  0.29
H  3.0149  6.3142  -6.7112  0.32
H  4.6952  4.2311  -7.0045  0.31
H  3.2270  3.9862  -6.0310  0.15
C  -17.3620  -2.0340  -4.1562  -0.08
C  -16.6052  -3.3351  -4.2866  -0.30
O  -17.6014  -4.2938  -4.6629  -0.34
S  -18.7225  -3.5769  -5.5630  1.10
O  -18.4305  -3.8133  -6.9302  -0.53
O  -19.9918  -3.8629  -5.0043  -0.53
O  -18.3244  -2.0616  -5.2206  -0.33
H  -17.9019  -1.9812  -3.2085  0.28
H  -16.7171  -1.1702  -4.2518  0.13
H  -16.1205  -3.6307  -3.3607  0.29
H  -15.8616  -3.2846  -5.0857  0.33
C  13.3324  2.0111  3.1988  -0.32
C  13.6974  0.5423  3.2047  -0.36
O  12.7223  -0.0719  2.3511  -0.32
S  12.3065  0.9555  1.1884  0.95
O  13.0501  0.6546  0.0224  -0.60
O  10.8884  1.0521  1.1676  -0.31
O  12.9211  2.2798  1.8530  -0.33
H  12.4887  2.2148  3.8618  0.26
H  14.1689  2.6484  3.4725  0.33
H  13.6622  0.1062  4.1990  0.32
H  14.6846  0.3748  2.7695  0.30
C  6.2117  -6.1858  1.8425  -0.28
C  7.1345  -5.8871  2.9994  -0.25
O  8.4265  -5.7590  2.3974  -0.35
S  8.2846  -5.1477  0.9267  0.94
O  8.5468  -3.7505  0.9924  -0.34
O  8.9763  -5.9886  0.0251  -0.57
O  6.7036  -5.3710  0.7575  -0.33
H  6.2787  -7.2316  1.5401  0.29
H  5.1798  -5.9410  2.0681  0.32
H  7.1383  -6.6759  3.7455  0.27
H  6.8815  -4.9377  3.4778  0.28
C  0.4566  8.0087  4.8739  -0.36
C  1.2489  6.7215  4.7865  -0.26
O  0.2560  5.7074  4.5839  -0.26
S  -0.9617  6.3097  3.7343  1.09
O  -0.7757  5.9595  2.3700  -0.51
O  -2.1663  6.0384  4.4276  -0.56
O  -0.5926  7.8580  3.9058  -0.32
H  -0.0010  8.1302  5.8575  0.31
H  1.0590  8.8836  4.6453  0.30
H  1.8236  6.5183  5.6856  0.37
H  1.9172  6.7215  3.9223  0.20
C  1.5253  -8.9795  4.9905  -0.31
C  2.4949  -10.0233  5.4979  -0.34
O  3.7711  -9.5909  5.0052  -0.30
S  3.8128  -7.9953  4.9501  1.13
O  4.4577  -7.5074  6.1119  -0.57
O  4.2303  -7.6056  3.6476  -0.48
O  2.2375  -7.7371  5.0985  -0.33
H  1.2796  -9.1430  3.9393  0.28
H  0.6099  -8.9431  5.5748  0.31
H  2.2636  -11.0207  5.1355  0.31
H  2.5369  -10.0343  6.5887  0.30

As for the charge: +1. Its multiplicity is 1. For the HOMO energy, the calculation gives -11.844 eV. For the gap between HOMO and LUMO, the calculation gives 9.70 eV.

Here is a molecular structure, C34H65Br3ClI2NO12P3 in a non-equilibrium geometry from the Open Molecules 2025 dataset. Energies are from the ωB97M-V functional and the def2-TZVPD basis.

Last column: Mulliken charge in e.
Positions of all 121 atoms, in Å:
C  3.8759  5.8889  0.9199  -0.60
C  4.0425  4.7070  1.0586  -1.31
C  4.4561  3.3809  1.6266  2.01
Cl  5.4296  2.6847  0.1933  -0.26
O  5.1347  3.3914  2.7985  -0.36
P  4.2710  2.7138  4.2274  1.45
Br  5.8997  3.3603  5.8065  -0.28
C  3.0691  1.9295  5.4747  0.08
C  3.4577  1.7639  6.9439  -0.48
C  2.3631  0.9776  7.7963  -1.17
C  0.9877  0.8322  7.1287  -0.90
C  0.1520  2.1457  7.1871  0.28
C  -1.0318  1.9321  6.2177  -0.61
O  -1.8993  3.0792  6.1779  -0.25
C  -2.9209  2.8939  5.3119  0.74
O  -2.8781  2.2080  4.3247  -0.53
C  -4.1916  3.6628  5.5467  -0.60
C  -4.1718  4.8290  6.3219  -0.50
C  3.5880  4.5706  4.3971  -1.24
Br  5.0304  5.9467  4.0822  -0.09
C  2.9301  5.0108  5.7497  0.62
C  1.5913  5.7497  5.3824  -1.59
Br  3.8708  6.4005  6.8284  -0.13
C  5.3269  1.0848  3.8430  -1.11
I  7.3876  1.6422  3.1486  0.06
C  5.5971  0.0867  4.9858  -0.10
C  6.7854  -0.9212  4.6909  -1.55
I  3.9555  -1.3560  5.3027  0.00
O  2.9647  2.3107  3.1398  -0.17
C  3.1977  2.4258  1.7739  -1.20
N  3.1106  1.2443  0.9510  -0.31
C  1.8165  0.5633  1.1126  -0.56
C  0.9156  0.6661  -0.1558  0.02
C  -0.5512  0.4699  0.3078  -1.29
H  3.7779  6.9444  0.7754  0.44
H  2.7082  1.0170  4.9892  0.57
H  2.1619  2.5606  5.4617  0.15
H  3.5671  2.7166  7.4807  0.33
H  4.3843  1.2214  7.1484  0.21
H  2.2330  1.4915  8.7642  0.35
H  2.7721  -0.0117  8.0569  0.29
H  1.0023  0.3897  6.1257  0.35
H  0.4095  0.1181  7.7472  0.57
H  -0.2781  2.2645  8.1941  0.51
H  0.7402  3.0340  6.9289  -0.35
H  -1.6083  1.0573  6.5590  0.36
H  -0.5897  1.6867  5.2427  0.23
H  -5.1180  3.3216  5.0790  0.37
H  -4.1844  5.8010  5.8142  0.24
H  -4.1092  4.7370  7.4107  0.26
H  2.8542  4.6983  3.5909  0.64
H  2.6396  4.2540  6.4773  -0.33
H  1.0618  5.2262  4.5720  0.33
H  1.9012  6.7138  4.9501  0.47
H  0.9664  5.9012  6.2678  0.45
H  4.9324  0.5462  2.9721  0.32
H  5.9318  0.5285  5.9285  0.32
H  7.7334  -0.5453  5.0865  0.39
H  6.8266  -1.2273  3.6422  0.38
H  6.6084  -1.8498  5.2600  0.56
H  2.3706  3.0421  1.3630  0.41
H  3.8395  0.5740  1.1677  0.32
H  1.2225  0.9428  1.9592  -0.02
H  2.0204  -0.4977  1.3325  0.42
H  1.1725  -0.1441  -0.8505  0.17
H  1.0537  1.6606  -0.5951  0.23
H  -1.1837  0.4102  -0.5923  0.31
H  -0.6429  -0.5075  0.8078  0.31
H  -0.8986  1.2671  0.9743  0.37
O  -0.5453  0.7545  -3.4593  -0.72
P  -0.4889  -0.2703  -4.5730  1.13
O  0.7671  0.4476  -5.3929  -0.35
C  2.0841  0.3140  -4.8551  -0.32
C  2.5997  -1.1129  -4.9247  -1.01
O  -1.7712  0.2881  -5.4459  -0.37
C  -2.7538  1.1610  -4.8975  -0.33
C  -2.3822  2.6119  -5.1342  -1.15
O  -0.3196  -1.6075  -5.5521  -0.32
C  -1.0378  -1.8436  -6.7682  0.16
C  -0.6024  -0.9458  -7.9059  -1.19
H  2.0974  0.6776  -3.8232  0.26
H  2.7305  0.9661  -5.4432  0.31
H  2.0183  -1.7744  -4.2750  0.26
H  3.6421  -1.1597  -4.6067  0.42
H  2.5189  -1.5050  -5.9387  0.22
H  -2.9191  0.9533  -3.8411  0.36
H  -3.6943  0.9385  -5.4096  0.32
H  -1.3717  2.8312  -4.7911  0.28
H  -3.0803  3.2746  -4.6197  0.37
H  -2.4130  2.8371  -6.2021  0.32
H  -2.1115  -1.7999  -6.5954  0.05
H  -0.8232  -2.8779  -7.0474  0.33
H  -0.7242  0.1102  -7.6739  0.25
H  -1.1957  -1.1663  -8.7955  0.41
H  0.4530  -1.1012  -8.1355  0.30
O  -3.9419  -4.9018  -7.3530  -0.79
P  -5.1615  -5.4578  -6.6707  1.26
O  -4.7510  -5.1141  -5.1107  -0.37
C  -4.8666  -3.7609  -4.6648  -0.12
C  -6.3096  -3.2952  -4.5893  -1.10
O  -4.7244  -7.0414  -6.7738  -0.40
C  -3.6839  -7.5020  -7.6314  -0.36
C  -2.3525  -7.5229  -6.9058  -1.05
O  -6.6754  -5.9089  -6.1692  -0.39
C  -7.0825  -7.2423  -5.8387  -0.17
C  -6.4942  -7.7412  -4.5371  -0.99
H  -4.2849  -3.1073  -5.3224  0.10
H  -4.4152  -3.7181  -3.6735  0.33
H  -6.7616  -3.2488  -5.5849  0.29
H  -6.3692  -2.3006  -4.1455  0.44
H  -6.9083  -3.9858  -3.9956  0.23
H  -3.6375  -6.9115  -8.5451  0.34
H  -3.9504  -8.5190  -7.9314  0.33
H  -2.1319  -6.5636  -6.4382  0.26
H  -1.5444  -7.7724  -7.5956  0.37
H  -2.3711  -8.2692  -6.1095  0.29
H  -6.8872  -7.9217  -6.6661  0.26
H  -8.1696  -7.2013  -5.7350  0.35
H  -5.4064  -7.7431  -4.5452  0.23
H  -6.8311  -8.7622  -4.3484  0.38
H  -6.8061  -7.1065  -3.7063  0.29

As for the charge: -1. Its multiplicity is 1. For the HOMO energy, the calculation gives -5.451 eV. The relative energy (zero: lowest compared OMol25 entry of this formula, charge and spin) comes out at 202.8 kJ/mol. For the gap between HOMO and LUMO, the calculation gives 5.42 eV.